1.
DFT (the ωB97M-V functional and the def2-TZVPD basis) results for a single C18H22FN5O2S molecule in a non-equilibrium geometry.

Results
Largest force on an atom: 1.2 eV Å⁻¹
Charge: 0
Kohn-Sham gap: 0.343 hartree
Energy: -1621.4499 Ha
LUMO level: 0.64 eV
Energy relative to the best compared isomer or geometry (same formula, charge and spin): 80.5 kJ/mol
SMILES: CC[C@@H](C)NC(=O)NC(=O)CSc1nnc(-c2ccccc2F)n1C1CC1

```
49
Properties=species:S:1:pos:R:3:forces:R:3
C 3.086 4.409 4.548 0.0 -0.2 -0.2
C 2.867 3.227 3.613 0.0 0.0 0.3
C 1.721 2.312 4.065 0.0 0.3 -0.4
C 0.354 2.978 3.928 0.2 -0.1 0.1
N 1.750 1.066 3.307 0.0 -0.2 0.5
C 1.606 1.006 1.978 0.0 -0.7 0.1
O 1.457 1.932 1.216 -0.1 0.5 -0.3
N 1.642 -0.312 1.439 0.0 0.4 -0.3
C 1.718 -1.490 2.093 0.1 -0.2 -0.2
O 1.819 -1.620 3.299 0.0 -0.2 0.3
C 1.663 -2.705 1.181 -0.3 0.0 -0.1
S -0.037 -3.035 0.609 0.0 -0.3 0.4
C -0.073 -2.026 -0.808 0.2 0.0 -0.1
N 0.896 -1.200 -1.124 0.0 -0.6 0.6
N 0.561 -0.583 -2.258 -0.3 0.6 -1.0
C -0.614 -1.016 -2.626 0.2 0.0 0.3
C -1.310 -0.530 -3.810 -0.4 0.1 -0.1
C -0.618 -0.420 -5.014 -0.2 0.0 0.0
C -1.242 0.074 -6.144 0.1 0.0 -0.1
C -2.567 0.477 -6.091 0.0 0.0 0.1
C -3.267 0.401 -4.900 -0.1 0.0 0.2
C -2.631 -0.093 -3.777 0.1 0.0 -0.2
F -3.319 -0.129 -2.614 0.1 0.0 -0.1
N -1.072 -1.963 -1.735 0.8 0.5 0.2
C -2.272 -2.717 -1.871 -0.6 -0.4 0.0
C -3.166 -2.979 -0.697 -0.1 0.2 -0.1
C -2.413 -4.109 -1.332 0.1 -0.1 -0.1
H 3.250 4.067 5.568 0.0 0.0 0.2
H 3.960 4.974 4.233 0.1 0.1 0.0
H 2.231 5.079 4.541 -0.1 0.1 0.1
H 2.654 3.581 2.604 0.0 -0.1 0.0
H 3.781 2.629 3.572 0.0 0.0 -0.1
H 1.884 2.030 5.111 0.0 0.0 -0.1
H -0.430 2.283 4.221 -0.1 0.0 0.0
H 0.193 3.272 2.894 0.0 0.0 -0.1
H 0.293 3.856 4.563 -0.1 0.1 0.1
H 1.834 0.185 3.801 0.0 0.1 -0.2
H 1.545 -0.342 0.416 0.0 0.0 0.3
H 2.284 -2.579 0.296 0.1 -0.1 0.0
H 1.951 -3.590 1.747 0.0 0.1 0.0
H 0.416 -0.726 -5.040 0.1 0.0 0.0
H -0.692 0.148 -7.069 0.1 0.0 -0.1
H -3.055 0.862 -6.973 0.0 0.0 -0.1
H -4.291 0.730 -4.823 -0.1 0.0 0.0
H -2.736 -2.516 -2.828 0.0 0.0 0.2
H -4.231 -2.900 -0.850 -0.1 0.0 -0.1
H -2.833 -2.639 0.271 0.1 0.0 0.1
H -2.954 -4.815 -1.943 0.0 0.0 -0.1
H -1.593 -4.543 -0.784 0.1 0.0 0.0
```
Forces are in eV/Å.

2.
DFT (the ωB97M-V functional and the def2-TZVPD basis) results for a molecular structure, C21H23BrCl2KN2Se.

Results
Largest force on an atom: 0.6 eV Å⁻¹
Charge: -1
Kohn-Sham gap: 0.215 hartree
Energy: -7419.3007 Ha
LUMO level: 2.15 eV
Energy relative to the best compared isomer or geometry (same formula, charge and spin): 60.1 kJ/mol

```
51
Properties=species:S:1:pos:R:3:forces:R:3
K 0.239 0.341 -0.732 -0.5 0.4 -0.1
C 0.435 -3.039 2.015 0.1 0.1 0.0
N -0.577 -2.735 1.027 -0.1 -0.1 0.1
C -1.886 -3.004 1.573 0.0 0.1 0.0
C -0.369 -3.498 -0.204 0.0 0.0 -0.1
C 0.971 -3.194 -0.820 0.0 -0.2 -0.3
C 2.018 -4.088 -0.616 -0.1 -0.2 0.1
C 3.283 -3.806 -1.100 0.3 -0.2 0.0
C 3.481 -2.635 -1.807 0.3 0.1 -0.1
C 2.417 -1.771 -2.018 -0.1 -0.1 0.0
C 1.119 -2.005 -1.549 -0.3 -0.1 -0.1
H 0.417 -4.098 2.330 0.0 0.0 0.0
H 0.272 -2.417 2.894 0.0 0.0 0.1
H 1.414 -2.816 1.599 0.1 0.0 0.1
H -2.022 -4.072 1.825 0.0 0.0 0.0
H -2.650 -2.720 0.853 -0.1 0.0 -0.1
H -2.026 -2.411 2.477 -0.1 0.0 0.1
H -1.164 -3.204 -0.893 0.1 0.0 -0.1
H -0.472 -4.583 -0.007 0.0 0.0 0.1
H 1.854 -5.010 -0.061 0.0 0.0 0.0
H 4.107 -4.487 -0.920 0.0 0.0 0.0
H 4.466 -2.398 -2.201 0.0 0.0 0.0
H 2.605 -0.873 -2.596 0.2 0.2 -0.1
Se 1.074 3.386 -0.960 0.0 -0.4 0.4
C 1.358 4.628 -2.341 -0.1 -0.3 0.5
C 2.010 4.274 -3.516 0.1 0.1 -0.2
C 2.272 5.237 -4.471 0.1 0.1 -0.3
C 1.883 6.554 -4.277 0.1 0.2 -0.2
C 1.213 6.898 -3.113 0.0 0.2 0.0
C 0.950 5.943 -2.153 0.0 0.2 -0.1
H 2.322 3.249 -3.671 0.0 0.0 0.1
H 2.801 4.961 -5.376 0.0 0.0 -0.1
H 2.106 7.308 -5.025 0.0 0.0 0.0
H 0.904 7.923 -2.944 0.0 0.0 0.0
H 0.436 6.205 -1.238 0.0 0.0 0.0
Br -3.979 4.545 4.535 0.2 -0.2 -0.1
C -2.972 3.359 3.427 0.1 0.0 -0.1
C -3.118 1.986 3.557 -0.1 0.3 0.1
C -2.377 1.187 2.705 0.0 -0.1 0.0
N -1.540 1.656 1.790 0.2 -0.3 -0.2
C -1.399 2.972 1.696 0.1 0.2 0.0
C -2.094 3.873 2.487 -0.4 0.0 0.4
H -3.782 1.557 4.291 -0.1 0.0 0.0
H -2.458 0.110 2.759 -0.1 -0.1 0.1
H -0.697 3.330 0.955 0.1 0.1 -0.2
H -1.955 4.935 2.374 0.0 0.1 -0.1
Cl 1.919 0.416 1.679 0.0 -0.2 0.4
C 3.465 0.628 2.485 0.2 0.1 0.0
Cl 3.546 2.200 3.301 0.1 0.0 0.1
H 4.260 0.594 1.743 -0.2 0.0 0.1
H 3.579 -0.145 3.243 0.0 0.1 -0.2
```
Forces are in eV/Å.